Entry from OMol25: C34H58ErN2O4Si as an isolated structure (wB97M-V/def2-TZVPD).

```
! wB97M-V def2-TZVPD RIJCOSX def2/J DEFGRID3
* xyz 1 4
O 0.43 -2.20 -3.24
O 2.15 -3.73 -3.45
C -0.78 -2.96 -3.63
C -1.95 -2.16 -4.13
H -1.04 -3.53 -2.74
H -0.44 -3.68 -4.40
H -2.33 -1.45 -3.39
H -2.75 -2.89 -4.31
H -1.76 -1.66 -5.09
C 0.59 -0.86 -3.86
C 1.12 -0.96 -5.27
H 1.28 -0.30 -3.20
H -0.39 -0.38 -3.79
H 2.11 -1.46 -5.29
H 1.27 0.05 -5.66
H 0.39 -1.49 -5.90
C 3.21 -3.13 -2.61
C 2.20 -5.14 -3.87
C 3.79 -1.93 -3.30
H 3.98 -3.89 -2.44
H 2.76 -2.84 -1.64
H 3.93 -2.12 -4.37
H 4.78 -1.71 -2.88
H 3.20 -1.02 -3.15
C 2.39 -5.24 -5.36
H 1.25 -5.60 -3.56
H 3.01 -5.62 -3.29
H 1.63 -4.69 -5.92
H 2.34 -6.29 -5.66
H 3.38 -4.87 -5.65
H 1.34 -3.03 -3.67
N -0.25 1.21 0.29
C -0.12 2.13 1.27
C 0.81 2.04 2.32
C 1.95 1.18 2.43
C -0.98 3.36 1.20
H -2.01 3.13 0.90
H -0.56 4.09 0.50
H -1.02 3.82 2.19
C 3.15 1.76 3.15
H 4.05 1.72 2.53
H 3.36 1.25 4.10
H 2.95 2.81 3.37
N 1.94 -0.08 2.00
C -0.69 1.48 -1.03
C -1.95 1.04 -1.47
C -2.87 0.27 -0.57
C -2.36 1.32 -2.78
H -3.36 1.00 -3.09
C -1.51 2.02 -3.63
H -1.83 2.23 -4.65
C -0.26 2.44 -3.20
H 0.42 3.00 -3.85
C 0.17 2.18 -1.90
C 1.53 2.61 -1.44
C 3.10 -0.92 2.03
C 3.33 -1.81 3.11
C 2.53 -1.68 4.36
C 4.33 -2.77 3.02
H 4.48 -3.48 3.84
C 5.15 -2.84 1.88
H 5.94 -3.59 1.81
C 5.02 -1.88 0.88
H 5.70 -1.86 0.02
C 4.01 -0.92 0.94
C 3.90 0.07 -0.17
Er -0.35 -0.64 1.52
H -2.72 -0.82 -0.66
H -3.90 0.46 -0.88
H -2.81 0.56 0.48
H 2.05 1.84 -0.86
H 1.49 3.52 -0.82
H 2.13 2.85 -2.32
H 2.70 -2.55 5.00
H 1.45 -1.58 4.20
H 2.85 -0.79 4.93
H 3.84 1.10 0.20
H 3.03 -0.12 -0.82
H 4.79 0.00 -0.80
H 0.76 2.84 3.06
C 0.27 -2.37 0.50
Si 0.33 -4.14 0.94
H 1.30 -2.14 0.09
H -0.34 -2.35 -0.44
C -0.65 -5.11 -0.34
C -0.26 -4.34 2.70
C 2.07 -4.75 0.61
H 2.33 -5.59 1.27
H 2.80 -3.94 0.77
H 2.18 -5.08 -0.44
H -1.71 -4.81 -0.35
H -0.61 -6.20 -0.15
H -0.24 -4.93 -1.35
H -1.29 -3.98 2.86
H 0.37 -3.82 3.43
H -0.23 -5.41 2.92
O -2.47 -0.98 2.26
C -2.06 -0.98 3.48
O -0.82 -0.79 3.74
H -2.77 -1.15 4.31
*
```

Results
electronic energy: -82864.4874 eV
LUMO energy (spin up / spin down): -1.82 / -1.82 eV
expectation value of S²: 3.753